1.
Below is one molecule with the formula C4H10OSi2, with properties calculated with wB97M-V/def2-TZVPD.

The geometry in ORCA input format:
```
! wB97M-V def2-TZVPD RIJCOSX def2/J DEFGRID3
* xyz 0 1
C -1.621 2.237 -0.003
C 2.846 -0.089 0.094
C -1.024 1.248 0.644
C 1.678 -0.176 0.708
O 0.350 0.228 -1.714
Si -1.132 -2.150 0.003
Si 0.000 -0.133 -0.153
H -2.217 2.988 0.494
H -1.535 2.351 -1.073
H 3.790 -0.138 0.617
H 2.901 0.048 -0.973
H -1.156 1.196 1.717
H 1.667 -0.315 1.782
H -0.298 0.618 -2.292
H -2.434 -2.124 -0.679
H -0.401 -3.285 -0.570
H -1.416 -2.501 1.398
*
```

Values from the calculation:
ΔE to the lowest compared entry with this formula, charge and spin: 0.0 kcal per mole
LUMO: 0.637 eV
structure (SMILES): C=C[Si](O)([SiH3])C=C

2.
Below is a 2-piece molecular cluster, C4H10S overall, with properties calculated with wB97M-V/def2-TZVPD.

The geometry in ORCA input format:
```
! wB97M-V def2-TZVPD RIJCOSX def2/J DEFGRID3
* xyz 0 1
C -0.584 -2.541 1.701
C -1.934 -2.781 2.006
H -0.495 -2.277 0.702
H 0.193 -2.508 2.485
H -2.530 -3.187 1.111
H -2.499 -2.454 2.886
C 1.213 0.756 -2.290
C 0.149 0.617 -1.147
S 0.509 1.798 0.127
H 1.583 1.747 -2.637
H 2.059 0.086 -2.082
H 0.766 0.320 -3.105
H 0.199 -0.370 -0.742
H -0.858 0.737 -1.589
H 0.366 2.842 -0.683
*
```

Values from the calculation:
ΔE to the lowest compared entry with this formula, charge and spin: 55.4 kcal per mole
LUMO: 0.954 eV
structure (SMILES): C=C.CCS

3.
Below is a 2-piece molecular cluster, C4H10S2 overall, with properties calculated with wB97M-V/def2-TZVPD.

The geometry in ORCA input format:
```
! wB97M-V def2-TZVPD RIJCOSX def2/J DEFGRID3
* xyz 0 1
C -1.337 -1.441 -2.226
S -0.277 -0.296 -1.566
S 0.778 -1.356 0.013
H -2.171 -1.354 -1.600
H -0.802 -2.447 -2.328
H -1.541 -1.107 -3.235
H 0.617 -2.359 -0.828
C 1.380 1.632 2.152
C -0.093 1.844 2.272
C -1.019 1.868 1.344
H 1.744 0.692 2.503
H 1.685 1.556 0.996
H 2.097 2.229 2.669
H -0.450 1.790 3.254
H -2.020 2.076 1.834
H -0.764 1.949 0.328
*
```

Values from the calculation:
ΔE to the lowest compared entry with this formula, charge and spin: 60.4 kcal per mole
LUMO: 0.225 eV
structure (SMILES): C=CC.CSS

4.
Below is one molecule with the formula C4H10S2, with properties calculated with wB97M-V/def2-TZVPD.

The geometry in ORCA input format:
```
! wB97M-V def2-TZVPD RIJCOSX def2/J DEFGRID3
* xyz 0 1
C -2.203 2.638 1.241
C -1.461 1.290 0.927
S -0.122 1.247 -0.224
S 1.294 -0.236 0.128
C 1.643 -1.193 -1.232
C 1.885 -2.811 -0.943
H -2.937 2.451 1.990
H -2.661 3.127 0.222
H -1.543 3.383 1.618
H -2.093 0.514 0.655
H -1.109 0.839 1.845
H 0.858 -1.005 -2.001
H 2.587 -0.802 -1.615
H 0.967 -3.289 -1.326
H 2.010 -2.919 0.120
H 2.885 -3.236 -1.405
*
```

Values from the calculation:
ΔE to the lowest compared entry with this formula, charge and spin: 43.8 kcal per mole
LUMO: 0.694 eV
structure (SMILES): CCSSCC

5.
Below is one molecule with the formula C4H10S2Si, with properties calculated with wB97M-V/def2-TZVPD.

The geometry in ORCA input format:
```
! wB97M-V def2-TZVPD RIJCOSX def2/J DEFGRID3
* xyz 0 1
C 3.033 0.101 -0.552
C -1.428 0.393 1.766
C -0.412 1.466 -0.970
C -0.786 -1.790 -0.486
Si -0.208 -0.117 0.187
S 4.591 0.197 -0.526
S 1.863 -0.195 0.940
H 2.497 -0.168 -1.504
H -1.770 1.440 1.916
H -2.385 -0.178 1.578
H -1.028 0.022 2.733
H 0.445 1.534 -1.709
H -1.468 1.422 -1.335
H -0.277 2.477 -0.342
H -0.471 -2.516 0.301
H -1.792 -1.960 -0.487
H -0.405 -2.127 -1.510
*
```

Values from the calculation:
ΔE to the lowest compared entry with this formula, charge and spin: 22.2 kcal per mole
LUMO: -0.336 eV
structure (SMILES): C[Si](C)(C)SC=S

6.
Below is C4H11AlBaClO as an isolated structure, with properties calculated with wB97M-V/def2-TZVPD.

The geometry in ORCA input format:
```
! wB97M-V def2-TZVPD RIJCOSX def2/J DEFGRID3
* xyz 1 1
C -0.725 1.758 -1.041
C -1.580 0.452 -0.869
C -1.368 -0.272 0.486
O -0.644 -1.512 0.400
C 0.681 -1.327 -0.120
Al 1.893 -0.060 0.996
Cl 3.891 -1.071 1.487
H -0.006 1.860 -0.227
H -0.232 1.748 -2.016
H -1.384 2.630 -1.003
H -2.623 0.790 -0.871
H -1.470 -0.200 -1.741
H -0.954 0.433 1.219
H -2.359 -0.543 0.862
H 0.704 -1.038 -1.186
H 1.197 -2.377 -0.070
H 1.179 0.369 2.350
H 2.110 1.249 0.122
Ba 1.690 -2.887 1.223
*
```

Values from the calculation:
LUMO: -4.496 eV

7.
Below is C4H11AlN2O4 as an isolated structure, with properties calculated with wB97M-V/def2-TZVPD.

The geometry in ORCA input format:
```
! wB97M-V def2-TZVPD RIJCOSX def2/J DEFGRID3
* xyz 1 2
Al -1.473 1.247 -2.439
N -1.872 -2.831 -1.627
O -1.724 -1.636 -1.670
O -2.275 -3.367 -2.648
O -1.764 -3.514 -0.630
C 0.462 1.883 2.353
C 0.156 1.445 0.909
C 0.845 0.182 0.392
O 0.703 0.006 -1.006
C 1.558 -1.117 -1.534
N -1.245 1.409 0.678
H 0.088 0.996 2.863
H -0.113 2.779 2.589
H 1.482 1.929 2.732
H 0.623 2.258 0.354
H 0.554 -0.720 0.931
H 1.882 0.388 0.659
H 1.026 -1.485 -2.411
H 1.865 -1.855 -0.793
H 2.572 -0.851 -1.834
H -1.661 0.601 1.118
H -1.689 2.251 1.014
*
```

Values from the calculation:
expectation value of S²: 0.7566
LUMO (spin up / spin down): -4.297 / -7.566 eV

8.
Below is C4H11AlNO as an isolated structure, with properties calculated with wB97M-V/def2-TZVPD.

The geometry in ORCA input format:
```
! wB97M-V def2-TZVPD RIJCOSX def2/J DEFGRID3
* xyz 3 1
Al -13.462 -19.713 15.556
C -18.709 -19.917 14.923
C -17.144 -19.488 14.690
C -16.869 -17.967 14.933
O -15.610 -17.808 14.424
C -15.374 -16.635 13.647
N -16.372 -20.373 15.480
H -18.866 -20.943 14.584
H -19.235 -19.222 14.251
H -19.077 -19.841 15.948
H -16.923 -19.715 13.644
H -16.917 -17.760 16.026
H -17.605 -17.295 14.483
H -15.753 -16.711 12.604
H -14.296 -16.458 13.577
H -15.857 -15.766 14.116
H -16.751 -20.533 16.437
H -16.432 -21.337 15.094
*
```

Values from the calculation:
ΔE to the lowest compared entry with this formula, charge and spin: 8.0 kcal per mole
LUMO: -18.676 eV

9.
Below is a 2-piece molecular cluster, C4H11B2BrO5 overall, with properties calculated with wB97M-V/def2-TZVPD.

The geometry in ORCA input format:
```
! wB97M-V def2-TZVPD RIJCOSX def2/J DEFGRID3
* xyz 0 1
O 4.657 -4.351 -2.143
B 3.748 -3.276 -2.303
O 4.333 -2.014 -2.597
B 2.086 -3.525 -2.136
Br 0.783 -2.083 -1.897
H 5.153 -4.121 -1.368
H 4.488 -1.598 -1.756
H 1.681 -4.640 -2.147
C -3.178 1.108 2.889
C -1.811 1.762 2.911
O -1.012 1.352 1.795
C -1.310 1.945 0.643
O -2.149 2.784 0.472
O -0.508 1.443 -0.294
C -0.770 1.941 -1.606
H -3.080 0.023 2.822
H -3.734 1.357 3.793
H -3.758 1.438 2.028
H -1.263 1.445 3.797
H -1.886 2.849 2.941
H -0.763 3.029 -1.626
H -1.727 1.564 -1.964
H 0.020 1.571 -2.254
*
```

Values from the calculation:
LUMO: -1.066 eV
structure (SMILES): CCOC(=O)OC.OB(O)BBr

10.
Below is a 2-piece molecular cluster, C4H11BrNO overall, with properties calculated with wB97M-V/def2-TZVPD.

The geometry in ORCA input format:
```
! wB97M-V def2-TZVPD RIJCOSX def2/J DEFGRID3
* xyz 1 1
C 0.377 -1.335 -2.100
C -1.156 0.464 -1.778
C 1.373 1.777 1.826
C -0.632 -0.758 -1.121
N 2.635 0.964 1.790
O 0.959 1.766 3.059
Br 0.045 -0.363 0.804
H 1.053 -0.460 -2.311
H 1.044 -2.171 -1.675
H -0.127 -1.788 -2.992
H -2.110 1.023 -1.389
H -0.515 1.332 -1.774
H -1.278 0.365 -2.920
H -1.448 -1.549 -0.765
H 2.488 -0.067 2.006
H 2.958 0.895 0.744
H 3.262 1.474 2.403
H 0.194 2.325 3.127
*
```

Values from the calculation:
ΔE to the lowest compared entry with this formula, charge and spin: 77.7 kcal per mole
LUMO: -4.215 eV

11.
Below is C4H11Cl2GdPr as an isolated structure, with properties calculated with wB97M-V/def2-TZVPD.

The geometry in ORCA input format:
```
! wB97M-V def2-TZVPD RIJCOSX def2/J DEFGRID3
* xyz -1 10
Pr 1.408 -0.470 -0.661
Cl -0.498 0.429 -2.131
C 1.445 -2.667 -1.620
C 2.704 1.501 -1.009
H 2.488 -3.008 -1.762
H 0.910 -3.368 -0.953
H 0.914 -2.632 -2.588
H 3.773 1.268 -1.092
H 2.527 2.198 -0.178
H 2.329 1.961 -1.932
Gd -2.339 -0.120 0.719
C -2.710 2.014 1.567
C -0.521 -0.729 1.809
H -1.950 2.164 2.354
H -2.642 2.820 0.823
H -3.716 1.986 2.016
H 0.268 -0.021 2.163
H -0.053 -1.753 1.870
Cl -4.339 -1.572 0.603
*
```

Values from the calculation:
ΔE to the lowest compared entry with this formula, charge and spin: 0.0 kcal per mole
expectation value of S²: 25.0103
LUMO (spin up / spin down): 2.202 / 2.218 eV

12.
Below is a 2-piece molecular cluster, C4H11Cl2NSi overall, with properties calculated with wB97M-V/def2-TZVPD.

The geometry in ORCA input format:
```
! wB97M-V def2-TZVPD RIJCOSX def2/J DEFGRID3
* xyz 0 1
C -3.760 -2.160 -0.295
C 3.120 1.987 1.310
C -2.500 -1.209 -0.154
C 2.428 2.168 -0.021
N -2.146 -0.454 -1.194
Si 2.180 0.471 -0.871
Cl 1.094 -0.628 0.641
Cl 3.739 -0.766 -0.900
H -4.626 -1.742 -0.673
H -3.462 -2.913 -1.107
H -3.917 -2.667 0.730
H 3.118 2.989 1.673
H 2.452 1.274 1.743
H 4.187 1.591 1.023
H -2.519 -0.600 0.673
H -1.581 -1.923 0.188
H 3.066 2.729 -0.636
H 1.416 2.735 0.032
H -2.291 -0.883 -2.164
*
```

Values from the calculation:
ΔE to the lowest compared entry with this formula, charge and spin: 115.7 kcal per mole
LUMO (spin up / spin down): -0.235 / -1.433 eV

13.
Below is one molecule with the formula C4H11Cl2OPSi, with properties calculated with wB97M-V/def2-TZVPD.

The geometry in ORCA input format:
```
! wB97M-V def2-TZVPD RIJCOSX def2/J DEFGRID3
* xyz 0 1
C -1.127 -1.958 -0.815
C -1.911 0.446 1.351
C -1.411 1.080 -1.545
C 3.731 0.728 1.218
O 0.642 0.101 0.435
Si -0.874 -0.231 -0.123
P 2.406 0.095 0.284
Cl 2.712 0.787 -1.511
Cl 2.669 -1.985 0.233
H -0.518 -2.690 -0.273
H -2.154 -2.237 -0.773
H -0.772 -1.861 -1.797
H -1.296 0.660 2.303
H -2.278 1.361 1.080
H -2.750 -0.261 1.644
H -1.329 0.421 -2.332
H -2.445 1.515 -1.240
H -0.703 1.875 -1.757
H 3.836 0.320 2.290
H 3.572 1.836 1.328
*
```

Values from the calculation:
ΔE to the lowest compared entry with this formula, charge and spin: 40.6 kcal per mole
LUMO: 0.322 eV
structure (SMILES): C=P(Cl)(Cl)O[Si](C)(C)C

14.
Below is C4H11ClIrO8SSi as an isolated structure, with properties calculated with wB97M-V/def2-TZVPD.

The geometry in ORCA input format:
```
! wB97M-V def2-TZVPD RIJCOSX def2/J DEFGRID3
* xyz -1 1
Ir 0.420 0.645 -1.894
O 2.552 1.485 -4.902
S 1.644 1.218 -3.842
O 1.853 2.064 -2.557
O 1.781 -0.159 -3.164
O 0.190 1.281 -4.119
O -2.448 -2.236 -0.710
Cl -1.722 -1.538 -1.736
O -1.876 -2.172 -3.009
O -2.166 -0.153 -1.781
O -0.260 -1.435 -1.391
C 0.634 0.988 3.068
Si -0.004 0.032 1.581
C 0.731 -1.672 1.652
C -1.849 -0.018 1.764
C 0.587 1.004 0.101
H 0.391 0.458 3.995
H 0.181 1.982 3.117
H 1.720 1.115 3.025
H 0.518 -2.151 2.611
H 1.816 -1.638 1.523
H 0.314 -2.281 0.849
H -2.113 -0.436 2.740
H -2.316 -0.629 0.992
H -2.270 0.989 1.705
H 1.629 1.271 0.317
H 0.061 1.985 0.064
*
```

Values from the calculation:
ΔE to the lowest compared entry with this formula, charge and spin: 28.3 kcal per mole
LUMO: 2.063 eV

no.,energy (eV)
1,-22112.332
2,-15142.965
3,-25978.363
4,-25979.086
5,-33857.782
6,-26176.298
7,-22079.965
8,-14421.649
9,-85960.854
10,-77896.276
11,-64273.585
12,-38737.053
13,-48586.196
14,-54774.206